[1]
Below is a molecular structure, C34H43ClN10O2RbS4Sb, with properties calculated with ωB97M-V with the def2-TZVPD basis set.

The geometry in XYZ format:
```
96
Properties=species:S:1:pos:R:3:forces:R:3:mulliken_charge:R:1
Rb 2.4810 1.7053 -0.6288 0.3 0.2 0.0 0.459
C 1.2129 5.7624 -0.5960 -0.1 -0.1 0.1 -0.650
N 1.4120 4.7538 0.4246 -0.4 -0.1 -0.2 0.174
C 1.5529 5.3498 1.7341 0.1 0.1 0.0 -0.762
C 1.9477 4.3362 2.7588 0.0 0.3 0.4 -0.318
N 1.4605 3.1394 2.9080 0.2 0.0 -0.1 0.146
C 2.1431 2.6140 4.0053 0.1 -0.1 0.2 -0.308
C 2.1291 1.3319 4.5460 -0.1 0.0 0.0 -0.279
C 2.9470 1.0775 5.6319 -0.1 0.0 0.0 -0.743
C 3.7766 2.0667 6.1723 0.0 0.0 0.0 -0.419
C 3.8129 3.3418 5.6369 0.0 0.0 0.0 -0.907
C 2.9873 3.5865 4.5492 -0.1 0.0 0.0 0.421
N 2.7906 4.7116 3.7718 -0.3 0.1 0.2 -0.069
C 0.9805 5.1459 -1.9396 0.1 0.1 -0.1 0.287
N 1.7440 4.2593 -2.5029 0.1 -0.1 0.1 -0.500
C 1.1973 4.0311 -3.7533 -0.1 0.1 0.0 0.485
C 1.6257 3.1858 -4.7718 0.0 0.0 0.0 -0.628
C 0.8852 3.1564 -5.9401 0.1 0.0 0.0 -0.646
C -0.2593 3.9494 -6.1018 0.0 0.0 0.0 -0.404
C -0.6946 4.8021 -5.1015 0.0 0.0 0.0 -0.993
C 0.0532 4.8261 -3.9310 0.1 0.0 0.0 0.558
N -0.0563 5.5388 -2.7537 -0.1 0.0 0.0 -0.064
H 2.0726 6.4469 -0.6835 0.0 0.0 0.0 0.362
H 0.3410 6.3693 -0.3267 0.0 0.0 0.0 0.250
H 2.2982 4.2763 0.2535 0.4 0.0 0.1 -0.296
H 0.6017 5.8104 2.0318 0.0 0.0 0.0 0.404
H 2.3202 6.1401 1.7366 0.0 0.0 0.1 0.246
H 1.5534 0.5469 4.0760 0.0 0.0 0.0 0.639
H 2.9914 0.0748 6.0385 0.0 0.0 0.0 0.324
H 4.4368 1.8126 6.9924 0.0 0.0 0.0 0.329
H 4.4811 4.1010 6.0233 0.0 0.0 0.0 0.354
H 3.4996 5.4138 3.6388 0.1 -0.2 -0.2 0.362
H 2.5157 2.5846 -4.6370 0.0 0.0 0.0 0.605
H 1.1975 2.5078 -6.7491 0.0 0.0 0.0 0.382
H -0.8104 3.9003 -7.0328 0.0 0.0 0.0 0.369
H -1.5770 5.4162 -5.2339 0.0 0.0 0.0 0.368
H -0.7975 6.1647 -2.4969 0.0 0.0 0.0 0.219
S 7.1710 1.6573 2.9001 -0.1 0.1 0.0 -0.815
Sb 5.4613 1.8044 1.3517 0.5 -0.2 -0.1 0.663
S 4.5267 3.9903 1.3277 -0.1 0.0 -0.3 -0.522
S 3.7774 0.2004 1.7839 -0.1 0.0 0.1 -0.801
S 6.1531 1.4791 -0.8626 -0.3 0.0 0.0 -0.772
C -1.8740 -5.4787 -3.7297 0.0 0.1 0.1 -1.998
C -1.8490 -5.0088 -2.2649 -0.1 -0.1 -0.1 2.111
C -3.2913 -4.6835 -1.8612 0.1 0.0 0.1 -1.481
C -1.3318 -6.1753 -1.4172 0.0 0.0 0.0 -1.852
C -0.8943 -3.7850 -2.0994 0.1 0.1 -0.1 1.688
O 0.3092 -4.1330 -2.7829 -0.1 -0.2 0.0 -0.652
C -0.4370 -3.4616 -0.6638 0.0 0.1 0.0 -2.373
C -1.4141 -2.9006 0.3769 0.0 -0.1 0.1 0.037
C -2.2255 -3.9032 1.1631 0.1 0.2 0.2 -0.229
C -1.5919 -4.9222 1.8711 0.0 0.1 0.1 -0.312
C -2.3139 -5.8342 2.6239 0.0 0.0 0.0 -0.762
C -3.6925 -5.7202 2.6796 0.0 -0.1 0.1 0.298
Cl -4.6133 -6.8703 3.6179 0.0 0.0 0.0 -0.248
C -4.3526 -4.7067 2.0120 0.0 0.1 0.0 -0.944
C -3.6101 -3.8065 1.2601 0.0 0.0 0.3 -0.069
C -1.5267 -2.5332 -2.7546 0.1 -0.1 0.0 -1.456
N -0.5730 -1.4546 -2.9183 -0.2 0.1 0.1 0.991
C -0.3636 -0.3299 -2.2065 0.1 -0.2 -0.2 -0.139
N 0.7075 0.2925 -2.6696 -0.1 -0.1 0.0 -0.155
C 1.1283 -0.5169 -3.6678 0.1 0.3 -0.1 -0.446
N 0.3793 -1.5766 -3.8725 0.1 0.0 0.1 -1.220
H -2.5387 -6.3427 -3.8085 0.0 0.0 0.0 0.465
H -0.8813 -5.7669 -4.0664 0.0 0.0 0.0 0.400
H -2.2538 -4.7112 -4.4069 0.0 0.0 0.0 0.380
H -3.8873 -5.5982 -1.9055 0.0 0.0 0.0 0.547
H -3.7474 -3.9620 -2.5425 0.0 0.0 0.0 0.300
H -3.3592 -4.2968 -0.8437 0.0 -0.2 -0.4 0.002
H -1.8624 -7.0904 -1.6914 0.0 0.0 0.0 0.522
H -1.4940 -6.0007 -0.3520 0.0 -0.1 -0.1 0.218
H -0.2664 -6.3307 -1.5932 0.0 0.0 0.0 0.320
H 0.6290 -3.3821 -3.3065 0.0 0.0 0.0 0.590
H 0.3446 -2.7120 -0.7982 0.1 0.0 0.1 0.481
H 0.0760 -4.3372 -0.2629 0.0 0.0 -0.1 0.710
H -2.0686 -2.1465 -0.0639 -0.1 0.0 0.0 0.215
H -0.7982 -2.3557 1.0980 0.0 0.1 0.0 0.373
H -0.5112 -4.9987 1.8517 0.0 0.0 0.0 0.457
H -1.8084 -6.6240 3.1623 0.0 0.0 0.0 0.434
H -5.4292 -4.6222 2.0703 0.0 0.0 0.0 0.404
H -4.1326 -3.0195 0.7269 0.0 0.0 0.0 0.462
H -2.3620 -2.1577 -2.1672 0.0 0.0 0.0 0.616
H -1.8845 -2.7919 -3.7488 -0.1 0.1 0.0 0.229
H -0.9717 -0.0133 -1.3671 0.0 0.0 0.0 0.624
H 2.0061 -0.3142 -4.2604 0.0 0.0 0.0 0.522
C -1.2376 1.9026 3.9710 0.0 0.0 -0.1 -1.304
N -0.9167 1.7562 2.5689 -0.4 -0.3 -0.1 0.380
C -1.6393 1.0051 1.7286 0.0 0.1 0.0 0.637
N -2.7375 0.3681 2.3054 -0.1 -0.1 0.1 -0.519
O -1.4310 0.8990 0.5184 0.0 -0.1 0.0 -0.707
H -0.6175 2.6954 4.3743 0.1 0.0 0.0 0.311
H -1.0298 0.9956 4.5487 0.0 0.0 0.0 0.361
H -2.2881 2.1737 4.0999 0.0 0.0 0.0 0.461
H -0.0482 2.1816 2.2449 0.3 0.2 0.1 0.337
H -2.6460 0.0753 3.2650 0.0 0.0 0.0 0.250
H -3.1198 -0.3382 1.7040 0.0 -0.1 -0.1 0.221
```
Forces are in eV/Å.

## Properties
Total charge: -2
ΔE to the lowest compared entry with this formula, charge and spin, kcal/mol: 41.03
Electronic energy, Ha: -4336.96295
HOMO-LUMO gap, Ha: 0.129
Highest occupied orbital energy, eV: -0.5

=====

[2]
Below is a molecular structure, C34H43ClN10O2RbS4Sb, with properties calculated with ωB97M-V with the def2-TZVPD basis set.

The geometry in XYZ format:
```
96
Properties=species:S:1:pos:R:3:forces:R:3:mulliken_charge:R:1
Rb -0.9592 -2.0533 -0.1020 -0.1 -0.1 -0.1 0.496
C 2.1273 -4.5887 2.7386 0.0 0.0 0.0 -0.422
N 0.7450 -4.5045 2.3035 -0.1 -0.1 0.1 -0.189
C 0.2192 -5.7545 1.7944 0.0 0.0 0.0 -0.781
C -1.1645 -5.5320 1.2637 0.0 0.0 0.0 0.426
N -1.9218 -4.5143 1.5507 -0.1 0.0 0.1 -0.630
C -3.1009 -4.7325 0.8401 0.0 0.1 0.0 0.493
C -4.2274 -3.9243 0.7264 0.0 0.0 0.0 -0.436
C -5.2381 -4.3458 -0.1154 0.0 0.0 0.0 -0.531
C -5.1363 -5.5463 -0.8309 0.0 0.0 0.0 -0.351
C -4.0217 -6.3561 -0.7292 0.0 0.0 0.0 -0.913
C -3.0136 -5.9230 0.1180 0.0 0.0 0.0 0.271
N -1.7648 -6.4361 0.4281 0.0 0.0 0.0 -0.027
C 2.5224 -3.2560 3.2930 0.0 0.0 0.0 0.309
N 3.7354 -2.8054 3.4683 0.0 0.0 0.0 -0.925
C 3.5615 -1.5229 3.9678 0.0 0.0 0.0 0.919
C 4.5066 -0.5614 4.3191 0.0 0.0 0.0 -0.608
C 4.0529 0.6631 4.7753 0.0 0.0 0.0 -0.420
C 2.6821 0.9410 4.8829 0.0 0.0 0.0 -0.557
C 1.7279 0.0013 4.5360 0.0 0.0 0.0 -0.594
C 2.1924 -1.2270 4.0820 0.0 0.0 0.0 -0.008
N 1.5544 -2.3684 3.6572 0.0 0.0 0.0 0.032
H 2.8251 -4.8391 1.9303 0.0 0.0 0.0 0.236
H 2.2212 -5.3533 3.5172 0.0 0.0 0.0 0.429
H 0.7464 -3.8880 1.4959 0.1 0.1 0.0 0.127
H 0.1847 -6.4990 2.5984 0.0 0.0 0.0 0.446
H 0.8398 -6.1640 0.9823 0.0 0.0 0.0 0.299
H -4.2871 -2.9794 1.2518 0.0 0.0 0.0 0.436
H -6.1109 -3.7211 -0.2545 0.0 0.0 0.0 0.354
H -5.9313 -5.8237 -1.5112 0.0 0.0 0.0 0.340
H -3.9186 -7.2511 -1.3283 0.0 0.0 0.0 0.335
H -1.2613 -7.0958 -0.1390 0.0 0.0 0.0 0.301
H 5.5635 -0.7743 4.2221 0.0 0.0 0.0 0.410
H 4.7675 1.4312 5.0437 0.0 0.0 0.0 0.360
H 2.3645 1.9169 5.2275 0.0 0.0 0.0 0.351
H 0.6702 0.2228 4.5932 0.0 0.0 0.0 0.395
H 0.5731 -2.5525 3.5128 0.0 0.0 0.0 0.210
S -0.9879 -2.4340 -5.8229 0.0 0.0 0.0 -0.837
Sb -2.3721 -2.2909 -3.9533 0.0 0.0 0.0 0.315
S -2.4151 0.5050 -1.3728 0.0 0.0 0.0 -0.454
S -1.1824 -0.2595 -2.9000 0.0 0.1 -0.1 -0.099
S -1.7104 -4.0910 -2.5068 0.0 0.0 0.0 -0.749
C -1.1072 3.8470 -2.8250 0.0 0.0 0.0 -1.506
C 0.2885 4.4768 -2.8542 0.0 0.0 0.0 2.042
C 0.9800 4.0910 -4.1708 0.0 0.0 0.0 -1.902
C 0.1214 6.0026 -2.8528 0.0 0.0 0.0 -2.044
C 1.1652 4.0199 -1.6415 0.1 0.0 0.0 2.509
O 2.4044 4.7657 -1.6588 0.0 0.0 0.0 -0.745
C 0.5260 4.2747 -0.2664 0.0 0.0 0.0 -2.399
C -0.5949 3.3352 0.2227 0.0 0.0 0.0 0.729
C -1.8148 4.0638 0.7310 0.0 0.0 0.0 -0.401
C -1.7050 5.1194 1.6346 0.0 0.0 0.0 -0.138
C -2.8255 5.7835 2.1114 0.0 0.0 0.0 -0.962
C -4.0747 5.3808 1.6732 0.0 0.0 0.0 0.481
Cl -5.4965 6.2180 2.2652 0.0 0.0 0.0 -0.263
C -4.2193 4.3345 0.7808 0.0 0.0 0.0 -1.074
C -3.0874 3.6789 0.3144 0.0 0.0 0.0 0.107
C 1.6090 2.5630 -1.8516 0.0 0.0 0.0 -1.957
N 1.7275 1.7483 -0.6601 0.0 0.0 0.0 1.128
C 1.0004 0.6534 -0.4340 0.0 -0.1 -0.1 0.600
N 1.3093 0.1293 0.7400 0.1 0.0 0.1 0.045
C 2.2664 0.9832 1.1946 0.1 0.0 0.0 -0.170
N 2.5609 1.9791 0.3820 0.0 0.0 0.0 -1.091
H -1.6196 4.0783 -3.7623 0.0 0.0 0.0 0.633
H -1.7136 4.2532 -2.0123 0.0 0.0 0.0 0.154
H -1.1070 2.7582 -2.7263 0.0 0.0 0.0 0.022
H 0.4713 4.5848 -5.0020 0.0 0.0 0.0 0.489
H 0.9264 3.0187 -4.3621 0.0 0.0 0.0 0.297
H 2.0258 4.4025 -4.1735 0.0 0.0 0.0 0.380
H -0.5328 6.2841 -3.6803 0.0 0.0 0.0 0.496
H 1.0721 6.5201 -3.0027 0.0 0.0 0.0 0.471
H -0.3461 6.3702 -1.9372 0.0 0.0 0.0 0.311
H 2.2072 5.6557 -1.3508 0.0 0.0 0.0 0.508
H 0.1595 5.3053 -0.2688 0.0 0.0 0.0 0.723
H 1.3578 4.2449 0.4391 0.0 0.0 0.0 0.392
H -0.2047 2.7183 1.0383 0.0 0.0 0.0 0.478
H -0.9202 2.6234 -0.5386 0.0 0.0 0.0 -0.484
H -0.7240 5.4288 1.9788 0.0 0.0 0.0 0.420
H -2.7351 6.6004 2.8151 0.0 0.0 0.0 0.393
H -5.2042 4.0329 0.4505 0.0 0.0 0.0 0.439
H -3.1814 2.8533 -0.3874 0.0 0.0 0.0 0.209
H 2.5680 2.5870 -2.3684 0.0 0.0 0.0 0.255
H 0.8936 2.0225 -2.4730 0.0 0.0 0.0 0.508
H 0.3036 0.2924 -1.1877 -0.1 -0.1 0.1 -0.953
H 2.7621 0.8656 2.1473 0.0 0.0 -0.1 0.292
C 1.8221 -2.3229 -3.5010 0.0 0.0 0.0 -0.493
N 1.3809 -3.1183 -2.3726 0.0 0.0 0.0 0.386
C 1.9920 -3.1489 -1.1929 0.0 0.1 0.0 0.200
N 3.1870 -2.4513 -1.0771 0.0 0.0 0.0 -0.523
O 1.5572 -3.7814 -0.2104 0.0 0.0 0.0 -0.512
H 1.1051 -2.4593 -4.3142 0.0 0.0 0.0 -0.055
H 2.8177 -2.6308 -3.8358 0.0 0.0 0.0 0.301
H 1.8268 -1.2533 -3.2615 0.0 0.0 0.0 0.028
H 0.4563 -3.5853 -2.4446 0.0 0.0 0.0 -0.044
H 3.3038 -1.6675 -1.7003 0.0 0.0 0.0 0.302
H 3.4014 -2.2416 -0.1142 0.0 0.0 0.0 0.230
```
Forces are in eV/Å.

## Properties
Total charge: -2
ΔE to the lowest compared entry with this formula, charge and spin, kcal/mol: 0.00
Electronic energy, Ha: -4337.02834
HOMO-LUMO gap, Ha: 0.161
Highest occupied orbital energy, eV: -0.9